1.
Entry from the OMol25 dataset: a structure of composition C42H44NO4PPdS2 at a distorted geometry (ωB97M-V with the def2-TZVPD basis set).

Cartesian coordinates (Å):
Pd1 0.0659 1.2531 0.7888
S1 -4.0687 -0.6603 -3.3294
S2 -1.4384 -2.8311 0.5271
P1 1.8749 1.0754 -0.4016
O1 -1.3884 -1.9036 -0.6022
O2 -5.2389 -0.0816 -4.1007
O3 -0.3112 -2.6968 1.4770
O4 -2.7698 -2.9403 1.1336
N1 0.9109 0.6197 4.4735
C1 -1.3136 1.3362 2.3732
C2 -0.4479 -6.6340 0.1210
C3 3.6488 0.7566 -0.0896
C4 1.2166 4.9371 -1.4797
C5 5.7656 -0.3094 -0.4827
C6 0.6584 -0.6167 3.6401
C7 -1.0331 1.9664 3.5942
C8 -3.6692 1.5835 3.0240
C9 -0.6966 -5.3976 0.6480
C10 -1.2413 -4.4245 -0.1502
C11 -2.0096 2.4584 4.4882
C12 1.3723 0.2626 -3.0577
C13 -4.4514 -0.4474 -1.5651
C14 -3.6133 1.7506 -2.3822
C15 0.0839 5.7789 -1.3972
C16 1.1304 -0.6932 -4.0356
C17 -1.1936 3.9498 -0.3853
C18 1.0608 -2.0404 -3.6924
C19 -4.2065 1.0329 -1.1874
C20 -0.1342 3.0710 -0.4093
C21 3.3418 3.1069 -1.7541
C22 -1.5679 -4.6540 -1.4852
C23 4.2242 1.5502 0.9275
C24 4.4307 -0.1412 -0.8017
C25 2.4446 5.3538 -2.0107
C26 -1.3245 -5.9128 -2.0309
C27 0.3305 0.4486 5.8264
C28 1.0564 3.5772 -1.0163
C29 -0.8243 -6.9046 -1.2087
C30 1.5340 -0.1084 -1.7469
C31 5.5595 1.3650 1.2464
C32 -0.6530 -8.3357 -1.7204
C33 1.2547 -2.4297 -2.3621
C34 3.4689 4.4474 -2.1658
C35 -1.0831 5.2682 -0.8762
C36 2.1716 2.7145 -1.1500
C37 -3.3514 2.3042 4.1823
C38 1.4964 -1.4541 -1.3843
C39 6.3181 0.3889 0.5784
C40 -2.7002 1.0725 2.1960
C41 -2.8594 0.7041 -3.1953
C42 0.4433 1.9921 3.8780
H1 -1.4626 -6.0882 -3.0886
H2 -4.1134 2.7608 4.8212
H3 0.9216 -2.7534 -4.4739
H4 -1.6694 2.9669 5.3819
H5 1.9075 0.6710 4.5584
H6 6.3642 -1.0579 -1.0066
H7 -5.4735 -0.7712 -1.5148
H8 0.6506 1.2958 6.4404
H9 -2.5564 0.9490 -4.2050
H10 1.5577 -1.7550 -0.3538
H11 -0.7536 0.4922 5.6723
H12 -2.9863 0.4390 1.3736
H13 3.9602 -0.6946 -1.5964
H14 0.1803 6.8152 -1.7421
H15 -5.1539 1.4800 -0.8783
H16 6.0304 1.9375 2.0292
H17 1.2896 -1.4024 4.0490
H18 -4.3681 2.1970 -3.0261
H19 1.2078 -3.5134 -2.0751
H20 -1.9526 5.9534 -0.8339
H21 -3.7920 -1.1243 -0.9764
H22 -2.1539 3.6808 0.0231
H23 7.3284 0.2135 0.9108
H24 4.4127 4.8048 -2.5971
H25 0.9773 -0.3718 -5.0618
H26 -1.4066 -9.0032 -1.2871
H27 -3.4725 1.0535 -0.3547
H28 1.4311 1.3118 -3.2806
H29 0.9638 2.0564 2.9327
H30 -0.3797 -0.9179 3.6952
H31 -1.8990 -3.8082 -2.0962
H32 0.8911 -0.3954 2.5877
H33 3.6058 2.2670 1.4151
H34 4.1819 2.4669 -1.8068
H35 -0.4648 -5.1493 1.6784
H36 0.3475 -8.6797 -1.4849
H37 -4.7059 1.3902 2.8236
H38 2.5587 6.3920 -2.2949
H39 -0.7567 -8.3479 -2.8078
H40 0.7227 2.7247 4.6631
H41 0.0399 -7.4242 0.7235
H42 -1.9861 0.3634 -2.6209
H43 0.6312 -0.4887 6.2980
H44 -2.9288 2.5554 -2.0797

## Properties
LUMO level in eV: 3.91
Orbital gap in eV: 3.2384
HOMO in eV: 0.674
Energy relative to the best compared isomer or geometry (same formula, charge and spin) in eV: 0.0000
Charge: -2

---

2.
Entry from the OMol25 dataset: a structure of composition C42H45AsGeN2O3S4SbSeW at a distorted geometry (ωB97M-V with the def2-TZVPD basis set).

Cartesian coordinates (Å):
W1 -1.1742 -0.4616 -0.7618
Sb1 -0.5491 0.3505 1.9629
Se1 1.9703 1.0101 -1.9760
As1 -2.7166 1.4812 -0.1292
Ge1 3.0034 4.1511 -2.8068
S1 -3.0418 0.4794 -2.2816
S2 -3.9057 3.2467 0.0683
S3 -0.6471 1.9538 -0.7945
S4 -3.9832 -1.2918 -2.2096
O1 -0.4611 0.5528 -3.2946
O2 -2.5292 -1.2605 0.2100
O3 -0.1254 -1.7430 0.1253
N1 -1.3283 -3.0949 -1.8754
N2 -1.0919 -1.8137 -2.2867
C1 -1.8025 0.9679 4.7962
C2 2.0030 -2.0062 -0.8644
C3 0.8805 -1.0375 -0.5045
C4 0.5426 -2.8489 -5.4515
C5 -2.5484 -5.4119 0.6475
C6 -0.0966 -0.5452 -4.0711
C7 0.5496 -0.4537 -5.2847
C8 0.5735 -0.7778 3.4190
C9 -1.9863 -4.8683 -0.5334
C10 -0.5889 1.7911 -3.9933
C11 4.7842 4.8609 -3.3818
C12 -0.5482 4.7415 2.5711
C13 -2.4980 -2.6099 0.2894
C14 1.7564 4.1009 2.6922
C15 -0.4399 -1.7963 -3.5132
C16 -4.4881 0.7597 4.1515
C17 -0.9174 3.4145 2.4431
C18 0.0532 2.4199 2.4406
C19 -2.5723 -6.8123 0.8100
C20 1.8548 -2.4027 5.2824
C21 1.3930 2.7726 2.5448
C22 -1.4757 -7.1055 -1.2954
C23 0.8723 -1.6122 -5.9770
C24 1.6040 4.8752 -4.0182
C25 -2.7681 1.2099 5.7561
C26 -1.4511 -5.7460 -1.4841
C27 -2.0445 -7.6450 -0.1393
C28 1.0069 -2.9604 4.3411
C29 -3.0547 -4.5461 1.6384
C30 0.3757 -2.1507 3.4159
C31 2.5871 4.7511 -0.9634
C32 -2.1752 0.6294 3.5016
C33 -1.9361 -3.4325 -0.7450
C34 -3.5226 0.5153 3.1876
C35 -4.1116 1.1125 5.4339
C36 -3.0238 -3.1866 1.4491
C37 2.9625 1.2347 -0.3188
C38 -0.1030 -2.9453 -4.2384
C39 2.0655 -1.0340 5.2851
C40 0.7854 5.0877 2.7035
C41 1.4272 -0.2283 4.3598
C42 3.1888 2.1695 -3.0352
H1 3.9694 0.8372 -0.4443
H2 3.4042 4.5570 -0.2740
H3 -3.0158 -7.2162 1.7102
H4 1.7141 5.9531 -4.1025
H5 2.8006 4.3703 2.7835
H6 5.0055 4.5734 -4.4059
H7 2.3951 5.8208 -0.9673
H8 1.6654 4.4504 -5.0167
H9 -1.2208 1.6609 -4.8725
H10 -0.3737 -3.9000 -3.8192
H11 -4.8631 1.3217 6.1807
H12 0.7849 -3.7530 -5.9917
H13 2.3477 -3.0313 6.0105
H14 2.1614 2.0061 2.5066
H15 -1.0136 -5.3293 -2.3765
H16 -0.2828 -2.5935 2.6758
H17 0.8337 -4.0264 4.3341
H18 1.0717 6.1249 2.7982
H19 2.5573 -2.3059 0.0320
H20 -0.7531 1.0459 5.0374
H21 -1.9714 3.1604 2.3185
H22 5.5795 4.4791 -2.7479
H23 0.6183 4.6713 -3.6120
H24 1.5765 -2.9165 -1.3082
H25 -2.4676 1.4861 6.7564
H26 2.4218 0.6720 0.4501
H27 4.2071 1.8421 -2.8159
H28 0.3936 2.1740 -4.2775
H29 -3.4620 -4.9636 2.5500
H30 1.6907 4.2546 -0.6003
H31 -1.0475 -7.7597 -2.0406
H32 -5.5302 0.6839 3.8854
H33 -3.8490 0.2496 2.1827
H34 2.7003 -1.5553 -1.5753
H35 4.8000 5.9444 -3.3265
H36 1.5799 0.8389 4.3696
H37 -1.0567 2.4934 -3.3014
H38 2.7259 -0.5895 6.0168
H39 0.8038 0.5105 -5.6977
H40 2.9878 2.2922 -0.0683
H41 1.3814 -1.5367 -6.9242
H42 2.9793 1.9114 -4.0758
H43 -2.0659 -8.7175 -0.0026
H44 -1.3120 5.5020 2.5522
H45 -3.4098 -2.5012 2.1974

## Properties
LUMO level (alpha / beta) in eV: 0.93 / 0.88
Orbital gap (alpha / beta) in eV: 4.5105 / 4.4771
HOMO (alpha / beta) in eV: -3.585 / -3.592
Energy relative to the best compared isomer or geometry (same formula, charge and spin) in eV: 6.5793
Charge: -1

---

3.
Entry from the OMol25 dataset: a structure of composition C42H46BrCsN8O2S at a distorted geometry (ωB97M-V with the def2-TZVPD basis set).

Cartesian coordinates (Å):
Cs1 9.9058 17.0528 13.1475
Br1 9.0029 14.2268 10.3076
S1 4.8766 18.0962 12.5629
O1 9.5748 15.0754 14.8232
O2 8.9898 11.2189 16.3861
N1 4.1993 16.7419 10.2445
N2 9.4411 12.8218 14.4408
N3 5.3005 15.5014 11.6950
N4 11.3002 18.3328 15.5998
N5 11.3736 18.4830 11.1678
N6 8.9254 19.5111 14.9485
N7 9.1117 19.7352 11.6200
N8 8.9712 12.7983 13.2041
C1 9.1576 12.2735 17.2084
C2 12.6387 17.8069 15.8478
C3 9.3568 9.2879 10.8986
C4 10.1660 20.8967 7.4277
C5 4.7146 16.7731 11.5485
C6 9.7055 20.0963 10.5078
C7 9.3204 11.5397 9.7872
C8 13.1858 17.1182 14.6229
C9 10.6187 20.2267 18.7289
C10 6.0796 15.0914 12.8309
C11 7.7413 20.2160 14.5394
C12 9.6585 10.1164 9.8348
C13 11.3097 19.1905 8.8305
C14 4.4971 15.4937 9.6383
C15 10.8141 19.2009 10.1786
C16 9.8498 14.3300 18.9785
C17 10.0711 21.5416 18.6055
C18 13.3200 17.2544 12.0182
C19 5.0896 14.7283 10.5597
C20 10.5959 8.1650 8.6679
C21 7.8480 20.3407 11.9451
C22 9.5503 21.4954 16.1666
C23 13.3081 18.0640 13.3734
C24 10.9244 19.7459 7.5961
C25 9.6955 20.1288 15.7797
C26 9.3085 12.4288 10.8469
C27 9.2572 13.6335 16.7074
C28 10.2960 9.5358 8.6663
C29 9.6315 12.1651 12.2496
C30 9.6958 13.0643 19.4720
C31 10.7650 19.2266 16.3500
C32 9.5088 21.3455 9.8301
C33 7.9035 21.0951 13.2922
C34 9.7001 7.9413 10.9143
C35 9.3086 12.0227 18.6219
C36 9.6808 22.1120 17.4104
C37 9.6125 21.6366 8.4826
C38 12.7167 18.0266 10.8738
C39 8.9657 14.0066 15.2848
C40 9.5532 14.6407 17.6577
C41 10.3317 7.3916 9.8085
C42 10.9769 19.3027 17.7728
H1 14.1714 18.7368 13.4026
H2 3.5432 17.4917 9.9456
H3 10.0788 22.1162 19.5525
H4 12.7302 16.3505 12.0982
H5 10.0772 21.3706 6.4602
H6 7.3739 20.9321 15.3070
H7 13.3398 18.9077 10.6744
H8 9.9012 12.9685 20.5517
H9 4.2741 15.3372 8.6234
H10 7.0293 14.6971 12.4522
H11 5.5502 13.7437 10.5887
H12 12.5904 16.1833 14.3688
H13 10.6681 6.3505 9.8393
H14 6.9591 19.4555 14.3362
H15 7.1839 21.9045 13.2196
H16 8.7563 9.6768 11.6762
H17 9.4301 7.3107 11.7694
H18 14.3582 16.9038 11.7271
H19 9.0223 11.6211 15.4465
H20 10.2105 15.2115 19.5754
H21 9.6115 15.7105 17.2995
H22 11.3114 19.1886 6.7473
H23 10.7990 19.9702 19.8143
H24 6.2175 15.9481 13.4761
H25 5.5583 14.2653 13.3747
H26 10.6755 10.0874 7.8188
H27 7.8011 13.8917 15.1426
H28 10.4346 12.9393 14.4668
H29 12.1015 18.4699 8.7276
H30 12.8191 17.4456 9.9168
H31 11.4250 18.3660 18.1667
H32 9.2072 22.6041 8.2156
H33 9.0249 22.0903 15.4039
H34 10.4731 11.5132 12.4428
H35 9.1322 22.0997 10.5442
H36 14.2280 16.6638 14.7282
H37 8.8665 21.6356 13.4253
H38 11.1115 7.7300 7.8261
H39 9.4896 23.1609 17.4153
H40 9.2295 11.0036 18.9595
H41 7.3433 20.9193 11.1746
H42 13.2646 18.6684 16.0443
H43 7.1057 19.4945 12.0694
H44 12.4914 18.8151 13.2961
H45 12.6030 17.1288 16.7051
H46 9.2832 11.8640 8.7013

## Properties
LUMO level in eV: 3.25
Orbital gap in eV: 4.3716
HOMO in eV: -1.125
Energy relative to the best compared isomer or geometry (same formula, charge and spin) in eV: 0.0000
Charge: -2

---

Number 1: calculated total energy -3248.07762 Eh. Number 2: calculated total energy -10576.76047 Eh. Number 3: calculated total energy -5208.72694 Eh.